Record 1
Here is a 4-piece molecular cluster, C24H72N12O4P4 overall in a non-equilibrium geometry from the OMol25 dataset. Energies are from the ωB97M-V functional and the def2-TZVPD basis.

Each line ends with the Mulliken charge.
Geometry (Å):
C (1.324, 0.436, 2.669)  -1.028
N (0.364, 0.043, 1.675)  0.446
C (-0.308, 1.170, 1.055)  -0.358
P (0.667, -1.363, 0.869)  0.001
O (1.264, -2.380, 1.749)  -0.913
N (-0.786, -1.764, 0.208)  0.719
C (-2.074, -1.556, 0.837)  -0.778
C (-0.824, -2.693, -0.899)  -0.842
N (1.626, -1.040, -0.439)  0.856
C (2.940, -1.671, -0.586)  -1.154
C (1.273, -0.134, -1.511)  -0.557
H (0.909, 1.037, 3.486)  0.339
H (2.074, 1.137, 2.250)  0.244
H (1.849, -0.431, 3.061)  0.368
H (-1.131, 0.818, 0.439)  -0.470
H (0.409, 1.797, 0.514)  0.197
H (-0.703, 1.773, 1.879)  0.512
H (-2.155, -0.582, 1.314)  0.331
H (-2.878, -1.748, 0.127)  0.154
H (-2.252, -2.286, 1.643)  0.091
H (-1.348, -3.613, -0.618)  -0.019
H (-1.374, -2.242, -1.736)  0.293
H (0.159, -2.966, -1.276)  0.308
H (3.356, -1.976, 0.367)  0.277
H (2.896, -2.447, -1.356)  0.282
H (3.578, -0.883, -1.004)  0.293
H (0.220, 0.128, -1.400)  -0.008
H (1.377, -0.617, -2.489)  0.435
H (1.890, 0.769, -1.476)  -0.025
C (-6.298, -7.382, 2.268)  -0.892
N (-5.760, -6.187, 2.893)  0.260
C (-6.219, -5.954, 4.243)  -1.105
P (-4.754, -5.111, 2.141)  0.496
O (-4.551, -3.871, 2.911)  -0.965
N (-3.291, -5.833, 1.829)  0.512
C (-2.086, -5.448, 2.557)  -1.099
C (-3.078, -6.980, 0.996)  -1.335
N (-5.394, -5.003, 0.612)  0.332
C (-6.809, -4.688, 0.478)  -0.987
C (-4.587, -4.515, -0.496)  -0.867
H (-7.323, -7.175, 1.921)  0.312
H (-6.369, -8.177, 3.011)  0.348
H (-5.757, -7.701, 1.385)  0.200
H (-5.618, -5.160, 4.689)  0.301
H (-6.034, -6.835, 4.865)  0.364
H (-7.266, -5.643, 4.317)  0.304
H (-1.352, -5.046, 1.853)  0.280
H (-2.352, -4.698, 3.296)  0.321
H (-1.662, -6.317, 3.068)  0.310
H (-2.177, -6.845, 0.391)  0.406
H (-2.892, -7.865, 1.630)  0.294
H (-3.944, -7.269, 0.406)  0.439
H (-7.143, -5.010, -0.511)  0.306
H (-7.385, -5.108, 1.297)  0.333
H (-6.997, -3.602, 0.480)  0.319
H (-3.658, -5.070, -0.576)  0.210
H (-4.410, -3.442, -0.371)  0.249
H (-5.171, -4.679, -1.403)  0.418
C (-3.937, 2.953, 0.095)  -0.675
N (-3.843, 4.114, -0.770)  0.359
C (-4.751, 5.227, -0.468)  -1.028
P (-2.851, 4.223, -2.091)  0.120
O (-2.924, 5.542, -2.733)  -0.873
N (-1.385, 3.761, -1.466)  0.597
C (-0.871, 4.448, -0.305)  -1.130
C (-0.346, 3.425, -2.437)  -0.849
N (-3.205, 2.967, -3.116)  0.299
C (-3.027, 1.570, -2.719)  -0.823
C (-4.195, 3.181, -4.142)  -1.085
H (-2.981, 2.453, 0.222)  -0.009
H (-4.738, 2.287, -0.256)  0.241
H (-4.302, 3.260, 1.080)  0.420
H (-4.282, 6.138, -0.837)  0.339
H (-4.939, 5.285, 0.602)  0.313
H (-5.691, 5.119, -1.020)  0.303
H (-0.033, 3.850, 0.068)  0.365
H (-0.561, 5.484, -0.448)  0.284
H (-1.553, 4.360, 0.545)  0.332
H (0.552, 3.092, -1.910)  0.126
H (-0.684, 2.688, -3.157)  0.372
H (0.012, 4.335, -2.942)  0.301
H (-3.995, 1.132, -2.451)  0.275
H (-2.697, 1.011, -3.604)  0.435
H (-2.271, 1.478, -1.947)  -0.023
H (-3.980, 2.592, -5.040)  0.329
H (-4.154, 4.227, -4.442)  0.359
H (-5.208, 2.899, -3.823)  0.310
C (7.279, 2.192, -2.688)  -0.974
N (7.587, 3.227, -1.715)  0.276
C (8.496, 4.290, -2.171)  -1.148
P (6.659, 3.497, -0.381)  0.312
O (5.488, 4.376, -0.528)  -0.964
N (6.165, 1.989, 0.101)  0.442
C (7.098, 0.988, 0.596)  -1.090
C (4.866, 1.538, -0.305)  -1.196
N (7.729, 4.033, 0.764)  0.408
C (9.104, 3.635, 0.854)  -1.192
C (7.252, 4.961, 1.776)  -1.038
H (8.113, 2.111, -3.385)  0.406
H (6.413, 2.481, -3.298)  0.283
H (7.081, 1.247, -2.188)  0.273
H (8.217, 4.600, -3.181)  0.431
H (9.515, 3.898, -2.172)  0.357
H (8.416, 5.160, -1.525)  0.339
H (6.882, 0.027, 0.116)  0.409
H (8.109, 1.234, 0.273)  0.349
H (7.025, 0.902, 1.680)  0.255
H (4.943, 0.988, -1.258)  0.238
H (4.343, 0.889, 0.404)  0.550
H (4.219, 2.402, -0.445)  0.280
H (9.798, 4.482, 0.794)  0.347
H (9.298, 3.036, 1.749)  0.315
H (9.365, 3.025, -0.011)  0.390
H (7.655, 5.967, 1.625)  0.288
H (7.555, 4.605, 2.765)  0.330
H (6.167, 5.016, 1.731)  0.285

As for the orbital gap: 8.94 eV. As for the SMILES: CN(C)P(=O)(N(C)C)N(C)C.CN(C)P(=O)(N(C)C)N(C)C.CN(C)P(=O)(N(C)C)N(C)C.CN(C)P(=O)(N(C)C)N(C)C. As for the energy: -89288.509 eV.

Record 2
Here is a 12-piece molecular cluster, C24H72O24 overall in a non-equilibrium geometry from the OMol25 dataset. Energies are from the ωB97M-V functional and the def2-TZVPD basis.

Each line ends with the Mulliken charge.
Geometry (Å):
O (1.478, -20.145, -16.273)  -0.469
C (2.190, -20.647, -17.328)  -0.539
C (3.550, -19.996, -17.599)  -0.301
O (3.264, -18.735, -18.097)  -0.510
H (2.046, -20.346, -15.526)  0.310
H (2.337, -21.723, -17.236)  0.306
H (1.606, -20.399, -18.214)  0.303
H (4.217, -20.493, -18.304)  0.329
H (3.992, -19.780, -16.626)  0.228
H (2.644, -18.435, -17.429)  0.344
O (-5.165, -24.417, -16.870)  -0.497
C (-4.789, -23.716, -15.696)  -0.397
C (-3.594, -24.413, -14.972)  -0.349
O (-3.011, -23.503, -14.010)  -0.493
H (-5.594, -25.180, -16.477)  0.314
H (-4.384, -22.728, -15.917)  0.280
H (-5.634, -23.522, -15.035)  0.269
H (-2.914, -24.598, -15.804)  0.277
H (-3.873, -25.350, -14.490)  0.312
H (-2.296, -22.990, -14.394)  0.284
O (-8.338, -15.765, -14.854)  -0.456
C (-8.339, -15.781, -16.290)  -0.330
C (-9.736, -16.323, -16.723)  -0.366
O (-9.527, -17.706, -16.564)  -0.453
H (-8.585, -16.676, -14.678)  0.238
H (-8.199, -14.789, -16.719)  0.296
H (-7.393, -16.281, -16.495)  0.247
H (-9.804, -16.181, -17.802)  0.299
H (-10.567, -15.766, -16.290)  0.196
H (-9.408, -17.831, -15.620)  0.329
O (-5.698, -9.286, -12.649)  -0.523
C (-5.414, -9.079, -11.321)  -0.528
C (-4.231, -8.041, -11.190)  -0.183
O (-4.591, -6.770, -11.784)  -0.517
H (-4.975, -9.855, -12.922)  0.333
H (-6.365, -8.765, -10.892)  0.250
H (-5.150, -10.077, -10.970)  0.332
H (-3.390, -8.326, -11.822)  0.228
H (-3.893, -7.996, -10.154)  0.299
H (-5.153, -6.924, -12.547)  0.310
O (-10.343, -19.098, -11.983)  -0.474
C (-11.608, -18.600, -11.632)  -0.150
C (-11.742, -19.038, -10.095)  -0.719
O (-12.427, -20.243, -9.945)  -0.489
H (-10.234, -19.772, -11.308)  0.298
H (-11.585, -17.512, -11.685)  0.241
H (-12.421, -18.903, -12.292)  0.285
H (-12.457, -18.402, -9.574)  0.318
H (-10.819, -19.099, -9.519)  0.378
H (-13.218, -20.200, -10.486)  0.310
O (3.912, -15.668, -12.049)  -0.486
C (4.152, -15.050, -10.795)  -0.322
C (3.348, -15.640, -9.548)  -0.457
O (2.015, -15.189, -9.832)  -0.495
H (4.092, -16.608, -11.986)  0.284
H (5.195, -15.253, -10.550)  0.282
H (3.895, -13.991, -10.798)  0.291
H (3.675, -15.265, -8.578)  0.288
H (3.232, -16.721, -9.631)  0.300
H (1.646, -15.928, -10.320)  0.316
O (3.071, -22.621, -9.169)  -0.546
C (2.312, -23.273, -10.147)  -0.301
C (2.949, -23.051, -11.553)  -0.481
O (3.294, -21.661, -11.769)  -0.474
H (2.460, -22.161, -8.589)  0.323
H (2.012, -24.321, -10.120)  0.295
H (1.328, -22.805, -10.159)  0.263
H (2.196, -23.358, -12.279)  0.344
H (3.805, -23.723, -11.498)  0.266
H (3.821, -21.612, -10.968)  0.310
O (1.966, -20.969, -2.389)  -0.511
C (1.331, -22.162, -2.869)  -0.249
C (-0.066, -21.848, -3.603)  -0.582
O (0.008, -21.605, -5.030)  -0.485
H (1.743, -20.248, -2.983)  0.320
H (2.039, -22.798, -3.400)  0.262
H (1.038, -22.712, -1.975)  0.232
H (-0.648, -21.131, -3.024)  0.372
H (-0.785, -22.663, -3.517)  0.348
H (-0.830, -21.817, -5.449)  0.294
O (-1.238, -27.707, -11.737)  -0.495
C (-1.667, -28.220, -10.497)  -0.309
C (-2.943, -27.442, -10.116)  -0.490
O (-2.533, -26.082, -9.894)  -0.491
H (-0.327, -27.972, -11.888)  0.281
H (-1.922, -29.265, -10.669)  0.301
H (-0.924, -28.285, -9.702)  0.316
H (-3.185, -27.829, -9.126)  0.307
H (-3.746, -27.575, -10.841)  0.279
H (-2.474, -25.691, -10.769)  0.301
O (-1.536, -18.496, -10.830)  -0.474
C (-2.805, -18.526, -10.308)  -0.216
C (-3.871, -17.835, -11.231)  -0.576
O (-3.460, -16.661, -11.844)  -0.489
H (-1.530, -18.430, -11.788)  0.287
H (-3.040, -19.589, -10.244)  0.218
H (-2.846, -18.037, -9.335)  0.265
H (-4.854, -17.666, -10.791)  0.395
H (-4.046, -18.403, -12.145)  0.290
H (-4.200, -16.089, -12.060)  0.301
O (-8.844, -25.855, -10.598)  -0.509
C (-9.393, -24.940, -9.639)  -0.203
C (-8.282, -24.196, -8.940)  -0.548
O (-7.568, -23.262, -9.745)  -0.526
H (-9.543, -26.054, -11.225)  0.304
H (-9.892, -24.138, -10.182)  0.257
H (-9.940, -25.394, -8.813)  0.253
H (-7.569, -24.863, -8.456)  0.317
H (-8.609, -23.670, -8.042)  0.356
H (-7.128, -23.632, -10.514)  0.299
O (0.318, -13.849, -16.005)  -0.504
C (0.285, -12.484, -16.357)  -0.419
C (-0.345, -11.513, -15.310)  -0.385
O (-1.597, -12.042, -14.868)  -0.488
H (0.957, -14.030, -15.311)  0.307
H (1.273, -12.081, -16.580)  0.296
H (-0.339, -12.308, -17.233)  0.311
H (-0.607, -10.535, -15.712)  0.286
H (0.240, -11.425, -14.395)  0.255
H (-1.416, -12.977, -14.989)  0.338

As for the orbital gap: 9.61 eV. As for the SMILES: OCCO.OCCO.OCCO.OCCO.OCCO.OCCO.OCCO.OCCO.OCCO.OCCO.OCCO.OCCO. As for the energy: -75182.867 eV.

What is the formula in the first record?
C24H72N12O4P4